[1]
Entry from the Open Molecules 2025 dataset: an isolated molecule of C5H11N (ωB97M-V/def2-TZVPD).

Geometry as XYZ:
```
17
Properties=species:S:1:pos:R:3
C 2.275 1.185 1.524
C 1.433 -0.007 1.109
C 0.487 0.105 0.197
C -0.451 -0.979 -0.278
C -1.290 -0.590 -1.491
N -2.438 0.187 -1.097
H 1.816 1.674 2.393
H 2.129 1.948 0.770
H 3.319 0.915 1.655
H 1.614 -0.968 1.586
H 0.284 1.072 -0.260
H 0.120 -1.895 -0.421
H -1.150 -1.239 0.508
H -1.537 -1.497 -2.033
H -0.636 -0.058 -2.183
H -3.180 0.245 -1.784
H -2.794 -0.097 -0.195
```

Values from the calculation:
Total charge: 0
Structure (SMILES): C/C=C/CCN
HOMO energy: -8.876 eV
Spin multiplicity: 1

[2]
Entry from the Open Molecules 2025 dataset: an isolated molecule of C5H11N (ωB97M-V/def2-TZVPD).

Geometry as XYZ:
```
17
Properties=species:S:1:pos:R:3
C -0.911 2.642 0.355
C -0.720 1.433 -0.575
C 0.258 0.486 0.020
C -0.309 -0.872 0.243
N 0.630 -1.922 -0.149
C 1.727 -2.095 0.791
H -1.337 2.330 1.314
H 0.043 3.137 0.549
H -1.603 3.355 -0.102
H -1.699 1.003 -0.852
H -0.244 1.800 -1.498
H 1.014 -1.658 -1.052
H -1.286 -1.067 -0.234
H -0.482 -0.937 1.333
H 2.526 -2.663 0.305
H 1.374 -2.681 1.649
H 2.142 -1.144 1.157
```

Values from the calculation:
Total charge: 0
HOMO energy: -8.302 eV
Spin multiplicity: 1

[3]
Entry from the Open Molecules 2025 dataset: an isolated molecule of C5H11N (ωB97M-V/def2-TZVPD).

Geometry as XYZ:
```
17
Properties=species:S:1:pos:R:3
C 1.936 0.110 -0.722
N 0.871 0.479 0.143
C 0.380 0.339 1.461
C -0.473 0.046 0.239
C -1.396 1.026 -0.454
C -0.914 -1.404 0.072
H 2.064 -0.963 -0.921
H 1.702 0.604 -1.672
H 2.873 0.536 -0.354
H 0.278 1.271 2.019
H 0.637 -0.522 2.090
H -2.425 1.027 -0.089
H -1.410 0.743 -1.517
H -0.967 2.030 -0.397
H -1.845 -1.557 0.635
H -1.130 -1.635 -0.977
H -0.181 -2.129 0.444
```

Values from the calculation:
Total charge: 0
Structure (SMILES): CN1CC1(C)C
HOMO energy: -8.238 eV
Spin multiplicity: 1

[4]
Entry from the Open Molecules 2025 dataset: an isolated molecule of C5H11N (ωB97M-V/def2-TZVPD).

Geometry as XYZ:
```
17
Properties=species:S:1:pos:R:3
C -1.517 0.419 1.468
C -1.768 -0.319 -1.030
N 2.111 -0.355 0.771
C 0.844 -0.003 0.024
C -0.774 -0.490 0.037
C 1.233 0.603 -1.282
H -2.102 0.969 0.644
H -2.285 -0.231 2.012
H -1.036 0.955 2.356
H -2.381 0.681 -1.049
H -1.835 -0.990 -1.881
H 2.442 -1.485 0.625
H 0.974 0.606 0.819
H -0.596 -1.470 0.656
H 1.432 1.620 -1.078
H 0.421 0.429 -1.973
H 2.071 0.150 -1.827
```

Values from the calculation:
Total charge: 0
HOMO energy: -7.381 eV
Spin multiplicity: 1

[5]
Entry from the Open Molecules 2025 dataset: an isolated molecule of C5H11N (ωB97M-V/def2-TZVPD).

Geometry as XYZ:
```
17
Properties=species:S:1:pos:R:3
C 0.050 1.180 -2.971
C -0.416 0.522 -1.704
C 0.356 0.247 -0.664
C -0.163 -0.545 0.519
N 0.591 -0.262 1.734
C 0.070 -0.999 2.878
H -0.098 0.490 -3.796
H 1.104 1.438 -2.921
H -0.538 2.067 -3.257
H -1.442 0.173 -1.687
H 1.402 0.538 -0.562
H -0.048 -1.609 0.306
H -1.242 -0.361 0.629
H 0.517 0.729 1.941
H -0.964 -0.746 3.139
H 0.678 -0.792 3.755
H 0.143 -2.069 2.659
```

Values from the calculation:
Total charge: 0
Structure (SMILES): C/C=C/CNC
HOMO energy: -8.854 eV
Spin multiplicity: 1

[6]
Entry from the Open Molecules 2025 dataset: an isolated molecule of C5H11N (ωB97M-V/def2-TZVPD).

Geometry as XYZ:
```
17
Properties=species:S:1:pos:R:3
C -0.116 2.103 0.046
C 0.628 0.792 0.012
C 0.150 -0.423 -0.767
C -1.221 -0.764 -1.350
N 0.088 -0.361 0.664
C 0.752 -1.294 1.534
H 0.034 2.653 0.984
H 0.235 2.737 -0.778
H -1.185 1.915 -0.081
H 1.722 0.899 0.076
H 0.989 -0.921 -1.265
H -1.710 -1.423 -0.620
H -1.159 -1.319 -2.292
H -1.888 0.091 -1.485
H 0.397 -2.298 1.268
H 0.428 -1.094 2.560
H 1.854 -1.295 1.494
```

Values from the calculation:
Total charge: 0
Structure (SMILES): C[C@@H]1[C@H](C)N1C
HOMO energy: -8.831 eV
Spin multiplicity: 1

[7]
Entry from the Open Molecules 2025 dataset: an isolated molecule of C5H11N (ωB97M-V/def2-TZVPD).

Geometry as XYZ:
```
17
Properties=species:S:1:pos:R:3
C -2.953 -0.385 -0.192
C -1.712 0.440 -0.089
C -0.500 -0.032 0.209
C 0.710 0.829 0.317
N 1.762 0.364 -0.589
C 2.583 -0.684 0.006
H -3.358 -0.379 -1.186
H -2.683 -1.408 -0.016
H -3.746 -0.167 0.573
H -1.828 1.549 -0.199
H -0.417 -1.113 0.406
H 1.077 0.884 1.365
H 0.358 1.840 -0.042
H 2.331 1.209 -0.956
H 3.185 -0.363 0.929
H 1.907 -1.561 0.306
H 3.285 -1.021 -0.843
```

Values from the calculation:
Total charge: 0
Structure (SMILES): C/C=C/CNC
HOMO energy: -8.776 eV
Spin multiplicity: 1

[8]
Entry from the Open Molecules 2025 dataset: an isolated molecule of C5H11N (ωB97M-V/def2-TZVPD).

Geometry as XYZ:
```
17
Properties=species:S:1:pos:R:3
C -2.345 0.510 0.475
C -1.147 0.515 -0.186
N -0.964 0.426 -1.591
C 0.026 0.576 0.769
C 0.734 -0.827 0.694
C 1.916 -0.848 -0.313
H -2.378 1.313 1.231
H -3.404 0.315 -0.027
H -0.273 -0.286 -1.715
H -0.464 1.269 -1.980
H -0.260 0.913 1.758
H 0.764 1.375 0.392
H 0.129 -1.791 0.449
H 1.093 -1.114 1.791
H 2.757 -1.496 -0.023
H 2.310 0.234 -0.391
H 1.507 -1.085 -1.332
```

Values from the calculation:
Total charge: 0
Structure (SMILES): C=C(N)CCC
HOMO energy: -8.811 eV
Spin multiplicity: 1

[9]
Entry from the Open Molecules 2025 dataset: a cluster of 2 separate species, C5H11N2 in total (ωB97M-V/def2-TZVPD).

Geometry as XYZ:
```
18
Properties=species:S:1:pos:R:3
C -0.622 1.516 -0.726
C -0.693 2.828 -0.605
N -1.278 0.650 0.249
H -0.066 0.950 -1.453
H -0.152 3.434 -1.320
H -1.204 3.286 0.237
H -0.554 0.137 0.851
H -1.909 1.168 0.857
H -1.825 -0.107 -0.166
C 0.092 -1.949 0.318
C 0.395 -2.015 -1.010
C 1.862 -0.713 1.252
N 0.572 -1.051 1.257
H -0.587 -2.705 0.714
H 1.339 -1.609 -1.356
H -0.179 -2.654 -1.663
H 2.207 0.102 1.884
H 2.600 -1.270 0.683
```

Values from the calculation:
Total charge: 0
Expectation value of S²: 0.760
HOMO energy (spin up / spin down): -4.220 / -7.669 eV
Spin multiplicity: 2

[10]
Entry from the Open Molecules 2025 dataset: the ion C5H11N2 with charge +1 (ωB97M-V/def2-TZVPD).

Geometry as XYZ:
```
18
Properties=species:S:1:pos:R:3
C 1.403 0.391 0.190
C -0.613 0.546 -0.430
C -0.514 -0.530 0.602
C 2.654 0.540 -0.487
C -1.002 -1.936 0.245
N 0.876 -0.543 0.888
N -1.563 1.557 0.036
H -0.684 0.504 -1.471
H -1.037 -0.314 1.530
H 3.291 1.393 -0.401
H 2.432 0.211 -1.501
H 3.227 -0.200 -0.036
H -0.780 -2.176 -0.825
H -2.026 -2.192 0.421
H -0.247 -2.673 0.722
H -1.724 1.466 1.089
H -2.451 1.460 -0.439
H -1.241 2.496 -0.131
```

Values from the calculation:
Total charge: +1
HOMO energy (spin up / spin down): -12.804 / -12.803 eV
Spin multiplicity: 1

The records above give, respectively, calculated total energy values of -251.82840; -251.71447; -251.79870; -251.47184; -251.82726; -251.80797; -251.81089; -251.77180; -306.43871; -306.22539 hartree.
The records above give, respectively, relative energy (zero: lowest compared OMol25 entry of this formula, charge and spin) values of 0.929; 4.029; 1.737; 10.631; 0.960; 1.485; 1.405; 2.469; 2.123; 4.302 eV.